{"formula": "C11H11FO", "method": "ωB97M-V/def2-TZVPD", "symbols": ["C", "C", "C", "C", "C", "C", "C", "C", "C", "C", "C", "O", "F", "H", "H", "H", "H", "H", "H", "H", "H", "H", "H", "H"], "positions_angstrom": [[-0.350, -0.331, 2.889], [-0.512, -0.108, 1.757], [-3.458, 0.215, -0.630], [-2.969, -1.062, -0.499], [-2.740, 1.292, -0.695], [-1.736, -1.307, -0.079], [3.199, -0.085, -1.479], [2.960, -0.459, -0.245], [-1.297, 1.361, -0.213], [-0.579, 0.050, 0.289], [1.636, -1.076, 0.078], [0.616, -0.149, -0.410], [-1.257, -2.517, 0.194], [-0.070, -0.463, 3.944], [-4.639, 0.262, -0.867], [-3.539, -1.927, -0.704], [-3.349, 2.142, -0.755], [4.254, 0.322, -1.700], [2.427, -0.177, -2.335], [3.665, -0.382, 0.527], [-0.590, 1.746, -0.956], [-1.215, 2.189, 0.667], [1.668, -1.106, 1.183], [1.423, -2.062, -0.262]], "smiles": "C#C[C@]1(OCC=C)CC=CC=C1F", "e_tot_ha": -600.62642, "e_homo_ev": -8.404}